(1)
Here is a molecular structure, C51H52BrClF3N5O5W from OMol25. Energies are from ωB97M-V/def2-TZVPD.

Cartesian coordinates (Å):
W1 0.01861 0.52446 0.00106
C1 -2.68238 3.70076 -1.82519
C2 -1.35364 3.99270 -1.09827
C3 -0.12168 3.29882 -1.70213
N1 0.64450 2.57415 -0.68691
C4 1.59998 3.17307 -0.04726
C5 1.85607 4.57886 -0.17527
C6 2.94578 5.33177 0.16383
C7 4.13335 4.96473 0.81017
C8 4.35276 3.73953 1.39843
C9 3.52555 2.62952 1.53113
C10 2.26540 2.33446 0.98583
N2 1.54254 1.28077 1.32935
C11 1.67527 0.71292 2.66133
C12 0.47734 1.19147 3.52318
C13 -0.28050 2.30167 2.80086
N3 -1.00869 1.82495 1.63428
C14 -2.29311 1.59193 1.74122
C15 -2.98025 1.50823 2.98210
C16 -4.32671 1.46571 3.27254
C17 -5.43286 1.53625 2.43597
C18 -5.37377 1.59980 1.04872
C19 -4.30690 1.53281 0.17701
C20 -2.91494 1.37074 0.42132
N4 -2.04088 1.12635 -0.52360
C21 -2.51347 1.04077 -1.91338
C22 -2.78034 2.39504 -2.62363
H1 -3.49093 3.76050 -1.09115
H2 -2.87973 4.50193 -2.54551
H3 -1.20750 5.07842 -1.07234
H4 -1.43486 3.67901 -0.05759
H5 -0.39667 2.55367 -2.43875
H6 0.53099 3.99544 -2.23354
H7 1.04634 5.11800 -0.64512
H8 2.87431 6.37800 -0.12267
H9 4.91414 5.71094 0.88882
H10 5.32492 3.61842 1.87014
H11 3.96432 1.81079 2.08436
H12 1.71367 -0.37387 2.60149
H13 2.59700 1.05611 3.12586
H14 -0.20582 0.36207 3.70136
H15 0.82785 1.55088 4.49509
H16 -0.96091 2.81942 3.48143
H17 0.42668 3.05591 2.45067
H18 -2.32353 1.42712 3.83718
H19 -4.55035 1.36727 4.33209
H20 -6.41212 1.53956 2.89797
H21 -6.33567 1.68971 0.55024
H22 -4.57314 1.59884 -0.86661
H23 -1.74726 0.51637 -2.46995
H24 -3.41274 0.41814 -1.94166
H25 -2.09399 2.44708 -3.47163
H26 -3.78530 2.36313 -3.05870
Br1 4.34770 -3.88228 -3.97075
C23 2.91551 -2.59715 -4.40131
C24 2.92513 -2.37014 -5.91204
N5 2.29361 -1.53815 -6.63725
C25 1.43853 -0.50948 -6.16016
C26 0.93256 -0.43960 -4.93097
C27 1.30626 -1.39544 -3.86640
C28 0.24790 0.81175 -4.31515
O1 -0.27003 1.67502 -5.04210
O2 0.34935 0.77897 -3.05850
H27 3.53157 -3.10345 -6.44585
H28 1.23312 0.26125 -6.89179
H29 0.71362 -1.16056 -2.99951
Cl1 -4.16501 -2.93936 -1.13942
C29 -2.74174 -2.08631 -0.47446
C30 -1.62000 -1.89696 -1.49992
O3 -1.59383 -2.55710 -2.51824
O4 -0.73763 -1.00743 -1.18097
H30 -2.37014 -2.67982 0.35487
H31 -3.08940 -1.13658 -0.08506
F1 -3.41644 -4.28519 7.59489
C31 -3.93943 -4.47924 6.35938
F2 -5.25295 -4.19339 6.45092
F3 -3.85648 -5.81473 6.14077
C32 -3.23902 -3.68156 5.31332
C33 -1.85126 -3.74645 5.23849
C34 -1.17652 -3.03634 4.26524
C35 -1.87473 -2.24085 3.34521
C36 -3.27413 -2.19064 3.43216
C37 -3.94840 -2.90570 4.40492
C38 -1.19582 -1.49846 2.34127
C39 -0.63150 -0.84093 1.48234
H32 -1.29849 -4.35560 5.94324
H33 -0.09791 -3.08890 4.19443
H34 -3.82049 -1.57506 2.72881
H35 -5.02757 -2.85484 4.45559
C40 4.59869 0.04091 -0.41109
C41 4.05818 0.09525 -1.83931
C42 3.50011 1.47345 -2.19861
C43 3.09214 -1.03456 -2.12703
C44 2.84884 -1.28532 -3.59613
C45 1.46372 -2.91696 -3.98478
C46 1.41156 -3.49296 -2.60107
C47 1.63910 -2.86691 -1.44147
C48 1.63839 -3.76047 -0.19204
C49 2.50515 -3.26184 0.96292
C50 0.21763 -4.05306 0.28602
C51 2.12236 -1.45035 -1.27397
O5 1.69585 -0.71507 -0.24071
H36 5.27870 0.87698 -0.22043
H37 5.13786 -0.89654 -0.25033
H38 3.78375 0.08538 0.31199
H39 4.91385 -0.09036 -2.50539
H40 2.54269 1.63363 -1.71322
H41 3.31175 1.55796 -3.27144
H42 4.19369 2.27057 -1.90752
H43 3.33183 -0.47385 -4.14329
H44 0.86122 -3.47730 -4.69788
H45 1.23868 -4.56545 -2.55392
H46 2.07694 -4.70528 -0.53134
H47 2.12037 -2.32368 1.36154
H48 3.53580 -3.09226 0.64203
H49 2.51130 -4.00884 1.76302
H50 -0.26755 -3.12989 0.59879
H51 -0.37749 -4.50436 -0.51069
H52 0.23218 -4.73321 1.14515

Results
* LUMO level (alpha / beta): 0.1428 / 0.1427 Eh
* expectation value of S²: 2.0260
* ΔE to the lowest compared entry with this formula, charge and spin: 78.5 kcal per mole
* frontier orbital gap (alpha / beta): 5.5 / 5.9 eV
* energy: -6025.46175 Eh
* charge: -2
* spin multiplicity: 3

=====

(2)
Here is a gas-phase ion, C5H8N2 (charge +2) from OMol25. Energies are from ωB97M-V/def2-TZVPD.

Cartesian coordinates (Å):
C1 -1.52201 1.23614 -0.01248
N1 -0.29793 0.70386 -0.17934
C2 0.77061 1.39176 -0.54426
N2 1.90401 0.57458 -0.38020
C3 1.76042 -0.67572 0.01812
C4 -0.08886 -0.59892 0.26253
C5 -0.94475 -1.63543 0.51841
H1 -2.35725 0.55272 0.19603
H2 -1.62591 2.25965 0.07320
H3 0.76811 2.51580 -0.83162
H4 2.81944 1.13278 -0.60950
H5 2.39295 -1.61489 0.00483
H6 -1.91498 -1.39152 0.86846
H7 -0.52510 -2.40057 1.12605
H8 -1.13875 -2.05023 -0.51021

Results
* LUMO level (alpha / beta): -0.4527 / -0.4118 Eh
* ΔE to the lowest compared entry with this formula, charge and spin: 78.1 kcal per mole
* frontier orbital gap (alpha / beta): 6.0 / 7.5 eV
* energy: -303.94192 Eh
* charge: +2
* structure (SMILES): C=[N+]1C=[NH+]C=C1C

=====

(3)
Here is a molecular structure, C31H31Cl2N9O4PtS2 from OMol25. Energies are from ωB97M-V/def2-TZVPD.

Cartesian coordinates (Å):
Pt1 1.89972 -0.54688 0.73958
N1 4.92445 -3.01676 1.90394
C1 3.96350 -3.85301 2.45722
C2 4.08277 -5.04610 3.16081
C3 2.90875 -5.61333 3.60364
C4 1.66181 -5.01049 3.36112
C5 1.54600 -3.83031 2.66102
C6 2.72756 -3.25504 2.19531
N2 2.97674 -2.08512 1.48703
C7 4.28695 -1.97500 1.35789
C8 4.80240 -0.77957 0.71929
C9 6.05505 -0.30987 0.50433
S1 5.98206 1.23108 -0.22333
C10 4.29117 1.17881 -0.21021
N3 3.80396 0.08058 0.29776
H1 5.92172 -3.14164 1.95865
H2 5.04420 -5.50022 3.35696
H3 2.94570 -6.53961 4.15980
H4 0.76996 -5.48636 3.74493
H5 0.59254 -3.35328 2.49882
H6 6.99909 -0.76885 0.74761
H7 3.66943 1.98110 -0.57222
N4 0.87756 0.93031 -0.19895
C11 -1.29692 2.09934 -1.43730
C12 -1.99929 3.39351 -1.71981
C13 -2.18468 4.32460 -0.49988
C14 -3.26953 3.90509 0.49606
N5 -3.00748 2.70689 1.28974
C15 -2.07505 2.56217 2.23490
N6 -1.50501 3.64596 2.78903
N7 -1.73180 1.35107 2.62415
C16 -1.85880 0.82480 -1.06073
O1 -2.63387 -1.40902 -1.54796
O2 -1.65107 0.35089 0.04816
H8 0.43393 2.93807 0.16608
H9 0.46191 3.39870 -1.63323
H10 -0.40338 -0.11030 -2.86218
H11 -2.98642 3.13630 -2.11564
H12 -1.49566 3.95032 -2.51251
H13 -2.45897 5.31258 -0.87371
H14 -1.23093 4.46559 0.01945
H15 -4.19303 3.68961 -0.04183
H16 -3.50714 4.73905 1.15947
H17 -3.36262 1.83291 0.92998
H18 -1.95435 4.54271 2.71657
H19 -0.86572 3.51747 3.55601
H20 -1.92378 0.58116 1.99061
H21 -0.93196 1.18387 3.23493
S2 4.17365 -0.36797 4.38819
C17 3.03444 0.18623 3.42640
N8 2.18219 0.59061 2.69380
Cl1 -1.59931 -0.60054 -6.26718
C18 -0.53672 -0.22801 -4.96058
C19 0.80803 0.01741 -5.24049
C20 1.84602 0.60355 -4.50871
C21 1.90894 1.26796 -3.25100
C22 0.82194 1.40736 -2.46729
Cl2 0.44203 2.15788 -0.96240
C23 -1.09641 -0.15345 -3.68672
N9 -2.36960 -0.08935 -3.36776
C24 -2.77964 -0.05982 -1.97112
C25 -4.16619 0.49488 -1.87205
C26 -5.05044 0.21114 -0.88138
C27 -4.90879 -0.65787 0.22917
C28 -3.85126 -1.52440 0.52962
C29 -2.77217 -1.81426 -0.25367
C30 -1.63708 -2.69423 0.17831
C31 -0.29306 -1.97854 0.10191
O3 0.11972 -1.40450 1.20499
O4 0.38368 -1.96058 -0.91707
H22 1.08747 -0.23046 -6.25848
H23 2.78654 0.60476 -5.04733
H24 2.88918 1.65278 -2.97480
H25 -3.07984 -0.30541 -4.06001
H26 -4.44962 1.18297 -2.65999
H27 -6.00048 0.73040 -0.94200
H28 -5.72783 -0.64486 0.93652
H29 -3.88080 -2.02436 1.48926
H30 -1.57341 -3.55851 -0.48655
H31 -1.81265 -3.03457 1.19702

Results
* LUMO level (alpha / beta): -0.2029 / -0.2568 Eh
* expectation value of S²: 6.1202
* ΔE to the lowest compared entry with this formula, charge and spin: 427.8 kcal per mole
* frontier orbital gap (alpha / beta): 6.5 / 5.6 eV
* energy: -3828.63401 Eh
* charge: +2
* spin multiplicity: 5

=====

(4)
Here is 8 unconnected molecules or ions with the total composition H16O8 from OMol25. Energies are from ωB97M-V/def2-TZVPD.

Cartesian coordinates (Å):
O1 4.32500 41.21100 5.06900
H1 4.82900 42.00900 5.35500
H2 4.44000 40.33800 5.52500
H3 4.65000 40.93200 4.13700
O2 4.83400 39.25900 6.83400
H4 5.17300 38.42500 6.99700
O3 4.96100 36.54700 9.23800
H5 5.80400 36.04500 9.18500
H6 4.54400 36.54000 8.33200
O4 2.68700 38.30700 7.99900
H7 3.54100 38.76300 7.76500
H8 2.03600 38.57300 7.28300
O5 3.17500 35.88700 7.12500
H9 2.49000 35.48400 7.53900
H10 3.06600 36.83300 7.47800
O6 6.47800 41.12000 7.10900
H11 6.39100 41.52300 8.05800
H12 5.82200 40.42700 7.04000
O7 4.12700 40.71800 8.82200
H13 4.68200 40.21600 8.15000
H14 4.04300 40.09500 9.68700
O8 5.16800 38.31200 4.23000
H15 5.17700 38.68300 5.17500
H16 4.26900 38.20000 4.07500

Results
* LUMO level: -0.0300 Eh
* ΔE to the lowest compared entry with this formula, charge and spin: 116.0 kcal per mole
* frontier orbital gap: 9.5 eV
* energy: -611.39778 Eh

=====

(5)
Here is 2 unconnected molecules or ions with the total composition C4H11NO2 from OMol25. Energies are from ωB97M-V/def2-TZVPD.

Cartesian coordinates (Å):
C1 1.27164 -1.72910 -0.66962
C2 0.75714 -0.50085 0.06353
O1 1.20024 -0.24523 1.17460
N1 -0.23634 0.24180 -0.52565
C3 -1.18133 0.90384 0.42486
C4 -0.91133 -0.08380 -1.78333
H1 1.93659 -1.49954 -1.48910
H2 1.84331 -2.31158 0.05953
H3 0.45686 -2.40753 -0.93845
H4 -1.16865 1.97515 0.21134
H5 -0.93365 0.52741 1.40415
H6 -2.18078 0.52918 0.18954
H7 -0.16372 -0.12451 -2.57404
H8 -1.39699 -1.06759 -1.72590
H9 -1.67342 0.65048 -2.01904
O2 0.93580 1.81086 3.03453
H10 1.23471 1.04946 2.49586
H11 0.20988 2.28157 2.66718

Results
* LUMO level: 0.0241 Eh
* ΔE to the lowest compared entry with this formula, charge and spin: 20.0 kcal per mole
* frontier orbital gap: 10.4 eV
* energy: -364.23625 Eh
* structure (SMILES): CC(=O)N(C)C.O

=====

(6)
Here is 2 unconnected molecules or ions with the total composition C22H29N2O from OMol25. Energies are from ωB97M-V/def2-TZVPD.

Cartesian coordinates (Å):
C1 -4.88378 -0.66718 3.31733
C2 -3.44817 -0.29756 3.25636
C3 -3.08457 1.04025 3.23685
C4 -1.76878 1.41473 3.18222
C5 -0.73111 0.45594 3.14605
C6 0.59951 0.95147 3.13121
C7 1.87964 0.33604 3.16411
C8 3.01146 1.18236 3.12218
C9 4.28571 0.67210 3.17479
C10 4.49318 -0.69232 3.25881
C11 3.40746 -1.54693 3.29769
C12 2.12634 -1.05087 3.26080
C13 -1.12224 -0.90064 3.13458
C14 -2.44664 -1.26132 3.20118
H1 -5.00580 -1.75151 3.33699
H2 -5.34412 -0.24694 4.21415
H3 -5.41093 -0.27228 2.44606
H4 -3.86247 1.78390 3.26880
H5 -1.51680 2.46139 3.16770
H6 0.64873 2.02784 3.10951
H7 2.86749 2.24820 3.05134
H8 5.13260 1.33551 3.16019
H9 5.49601 -1.08620 3.30536
H10 3.57063 -2.61035 3.36623
H11 1.31459 -1.74296 3.33997
H12 -0.39394 -1.67906 3.03652
H13 -2.72730 -2.30088 3.21327
C15 5.12147 5.94969 -0.49787
C16 4.22555 4.84057 -1.02366
C17 4.26643 3.58172 -0.16928
N1 3.50998 2.49398 -0.75480
C18 2.15146 2.39862 -0.55661
C19 1.42112 1.30225 -1.29949
C20 1.49788 1.45581 -2.83409
C21 0.16273 0.90128 -3.36044
C22 -0.82126 1.01300 -2.18370
N2 -0.02612 1.31170 -0.97172
O1 1.55049 3.15492 0.17795
H14 5.06811 6.84751 -1.11607
H15 4.84656 6.23657 0.51739
H16 6.16543 5.63519 -0.47006
H17 3.18738 5.18770 -1.09701
H18 4.50837 4.58170 -2.05131
H19 5.29972 3.25832 -0.00571
H20 3.84978 3.78027 0.82400
H21 3.96510 1.98336 -1.51531
H22 1.84684 0.33380 -0.99884
H23 1.60977 2.51610 -3.08091
H24 2.36514 0.94021 -3.26462
H25 -0.18784 1.43536 -4.25170
H26 0.28050 -0.14590 -3.65506
H27 -1.52205 1.83910 -2.33587
H28 -1.41881 0.10498 -2.04840
H29 -0.24325 0.73270 -0.15405

Results
* LUMO level: -0.2064 Eh
* ΔE to the lowest compared entry with this formula, charge and spin: 0.6 kcal per mole
* frontier orbital gap: 5.2 eV
* energy: -1040.21706 Eh
* charge: +1

=====

(7)
Here is a molecular structure, C3H11N2OS from OMol25. Energies are from ωB97M-V/def2-TZVPD.

Cartesian coordinates (Å):
C1 -1.03654 -0.57908 0.06185
C2 -0.70514 0.75304 -0.67549
S1 -0.09404 0.67751 -2.41635
N1 0.77437 -0.66311 2.34559
C3 2.02101 -0.29376 2.45411
N2 2.63219 0.22594 3.87148
H1 -0.37946 -1.42043 -0.17237
H2 -2.08908 -0.77785 -0.17796
H3 -1.70619 1.21674 -0.79142
H4 -0.08912 1.40164 -0.06945
H5 -0.95587 -0.25212 1.06898
H6 2.50470 -0.04391 1.51135
H7 0.91626 0.41482 2.79434
H8 3.52841 -0.21077 4.00829
H9 2.08741 -0.46312 4.39786
H10 -1.93882 -0.43779 -2.58161
H11 -3.43529 -0.09654 -2.73788
O1 -2.79778 -0.80988 -2.86826

Results
* LUMO level: 0.1100 Eh
* ΔE to the lowest compared entry with this formula, charge and spin: 109.3 kcal per mole
* frontier orbital gap: 5.4 eV
* energy: -703.70986 Eh
* charge: -1

=====

(8)
Here is a gas-phase ion, C4H11N2O2 (charge -1) from OMol25. Energies are from ωB97M-V/def2-TZVPD.

Cartesian coordinates (Å):
N1 -1.28233 0.08108 -2.27940
C1 -0.26057 -0.27203 -1.28334
C2 -0.46618 0.32805 0.13394
C3 0.43728 1.53740 0.40148
O1 0.00897 2.48780 1.31844
N2 -0.14787 -0.61200 1.26976
C4 1.05913 -1.64358 0.97499
O2 0.68708 -2.67804 0.30039
H1 -1.90111 0.82053 -1.98700
H2 -1.75645 -0.77393 -2.51934
H3 0.70272 0.15477 -1.60469
H4 -0.03361 -1.31683 -1.13733
H5 -1.49427 0.58523 0.38917
H6 1.51829 1.25758 0.46628
H7 0.59210 2.00341 -0.60538
H8 -0.00008 2.12030 2.20230
H9 -0.91354 -1.27606 1.35407
H10 1.92022 -1.03910 0.53222
H11 1.33021 -1.76458 2.07345

Results
* LUMO level: 0.1368 Eh
* ΔE to the lowest compared entry with this formula, charge and spin: 86.2 kcal per mole
* frontier orbital gap: 6.6 eV
* energy: -418.95365 Eh
* charge: -1
* structure (SMILES): NC[C@H](CO)NC[O-]